[1]
{"formula": "C31H57CoN2O2P2S", "method": "ωB97M-V with the def2-TZVPD basis set", "orbital_gap_ev": [7.019, 5.838], "e_above_lowest_kcal_mol": 17.8, "charge": 1, "total_energy_ev": -107179.688, "multiplicity": 4, "s_squared": 3.831, "homo_ev": [-9.3, -10.1], "species": ["C", "C", "C", "C", "C", "H", "H", "H", "N", "P", "P", "C", "H", "H", "C", "O", "C", "H", "C", "C", "C", "C", "C", "H", "H", "H", "C", "H", "H", "H", "C", "H", "H", "H", "C", "H", "H", "H", "C", "H", "H", "H", "C", "H", "H", "H", "C", "H", "H", "H", "C", "H", "H", "H", "C", "H", "H", "H", "C", "H", "H", "H", "C", "H", "H", "H", "C", "H", "H", "H", "Co", "N", "C", "C", "C", "C", "C", "H", "H", "H", "H", "H", "H", "H", "H", "H", "C", "S", "C", "O", "H", "H", "H", "H", "H", "H"], "coordinates": [[-1.81443, 1.89082, 0.29091], [-0.57752, 1.95256, -1.72734], [-2.56008, 2.99437, -0.10482], [-1.18200, 3.18808, -2.05866], [-2.16509, 3.70610, -1.24237], [-3.43278, 3.25411, 0.49361], [-0.91446, 3.62526, -3.02179], [-2.68431, 4.62330, -1.50825], [-0.76161, 1.45999, -0.43466], [-0.91701, 0.11955, 2.28752], [0.51977, -0.49250, -2.40389], [-2.26974, 1.05930, 1.47862], [-2.79914, 1.69317, 2.20169], [-3.01041, 0.32119, 1.12443], [0.39598, -1.56078, 0.26638], [0.39202, -2.73180, 0.24353], [0.11322, 1.20252, -2.71632], [0.29756, 1.68530, -3.66942], [2.42876, -0.89838, -2.66644], [-0.53335, -1.16301, -3.87470], [-0.31470, 1.30490, 3.65923], [-1.91666, -1.32698, 3.02207], [2.99745, -1.27840, -1.28780], [2.56843, -2.22949, -0.94764], [4.08730, -1.40602, -1.35643], [2.77116, -0.51946, -0.52593], [2.66216, -2.10283, -3.59300], [2.13762, -2.99515, -3.22824], [2.38433, -1.91007, -4.63730], [3.73824, -2.34604, -3.59096], [3.14753, 0.32596, -3.22631], [4.20392, 0.06518, -3.40008], [2.72814, 0.65457, -4.18535], [3.12496, 1.18418, -2.54529], [-0.42673, -2.68694, -3.92704], [-0.51399, -3.11071, -2.92281], [-1.24745, -3.08593, -4.53370], [0.49867, -3.02218, -4.39710], [-1.97968, -0.75489, -3.55421], [-2.29938, -1.19990, -2.60199], [-2.09080, 0.33584, -3.50559], [-2.65304, -1.12243, -4.33943], [-0.07713, -0.52535, -5.19659], [-0.35279, 0.53302, -5.25628], [1.00688, -0.60589, -5.36759], [-0.57260, -1.03689, -6.03438], [-0.95446, -2.12532, 3.90982], [-1.47694, -3.02556, 4.25788], [-0.06948, -2.44761, 3.34073], [-0.63062, -1.56940, 4.79797], [-2.42381, -2.23750, 1.89464], [-3.12038, -1.73391, 1.21467], [-1.61890, -2.67319, 1.30143], [-2.97517, -3.06846, 2.35945], [-3.16665, -0.88389, 3.79711], [-3.85448, -0.30033, 3.17153], [-3.69520, -1.79767, 4.10052], [-2.94856, -0.32311, 4.70919], [-0.08362, 2.69533, 3.04754], [-1.02094, 3.15811, 2.71268], [0.36611, 3.34710, 3.81242], [0.61101, 2.65214, 2.20373], [1.01725, 0.74581, 4.18408], [1.82358, 0.86916, 3.45180], [1.28437, 1.28784, 5.10408], [0.94606, -0.31615, 4.44898], [-1.29685, 1.48514, 4.82613], [-2.29245, 1.80767, 4.49375], [-1.37924, 0.59365, 5.46247], [-0.90275, 2.28990, 5.46717], [0.47916, 0.18661, 0.35315], [2.01947, 1.14610, 1.10676], [2.86772, 1.92886, 1.40515], [3.65769, 3.18498, 0.96670], [3.28286, 3.54899, -0.47199], [3.24060, 4.34374, 1.87324], [5.15159, 2.92989, 1.07869], [3.71940, 2.83918, -1.18296], [2.19528, 3.51635, -0.60414], [3.61960, 4.56595, -0.71992], [3.58943, 4.18941, 2.89395], [3.64963, 5.28921, 1.47605], [2.14501, 4.44252, 1.88865], [5.70708, 3.79947, 0.71466], [5.43482, 2.72238, 2.11005], [5.43336, 2.05972, 0.48110], [-1.84036, -5.34276, -0.56741], [-2.81756, -4.17031, -1.54082], [-4.40855, -4.27250, -0.70512], [-2.28133, -2.79801, -1.22582], [-1.82126, -6.27537, -1.14579], [-2.31445, -5.50871, 0.40753], [-0.82896, -4.93818, -0.44791], [-4.32282, -4.87114, 0.20986], [-4.74390, -3.25219, -0.48745], [-5.08861, -4.76118, -1.41428]], "forces_ev_per_angstrom": [[0.2, -0.5, -0.4], [-0.1, 0.4, 0.7], [0.0, 0.3, -0.1], [0.1, -0.3, -0.4], [-0.4, 0.1, 0.3], [0.3, 0.2, -0.3], [-0.2, 0.1, 0.3], [0.1, -0.1, 0.0], [-1.6, 0.4, -1.2], [-0.3, 0.6, 0.4], [0.4, -1.5, -0.2], [-0.1, 0.5, 0.0], [0.0, -0.1, -0.2], [0.3, 0.3, -0.1], [0.7, -4.7, 0.1], [-0.1, 2.8, 0.0], [0.7, 1.1, 0.8], [0.0, 0.2, 0.1], [-0.6, 0.4, -0.4], [0.4, 0.3, 0.1], [-0.5, -0.4, 0.0], [0.2, 0.4, 0.0], [-0.2, 0.1, 0.0], [0.2, 0.2, -0.1], [-0.2, 0.1, -0.1], [0.2, -0.2, -0.3], [0.1, -0.1, 0.0], [0.2, 0.3, -0.1], [0.0, -0.1, 0.3], [-0.3, 0.2, 0.1], [0.3, 0.0, -0.2], [-0.2, 0.1, 0.0], [0.1, -0.1, 0.1], [-0.1, -0.2, 0.0], [-0.1, -0.1, -0.1], [0.0, 0.0, -0.1], [0.0, 0.1, 0.1], [-0.2, 0.1, 0.1], [0.0, 0.0, 0.2], [0.1, 0.2, -0.3], [0.0, -0.2, -0.1], [0.2, 0.0, 0.0], [0.0, -0.1, -0.2], [0.0, -0.2, 0.0], [-0.4, 0.0, 0.1], [0.0, 0.1, 0.1], [-0.1, -0.2, 0.1], [0.1, 0.1, 0.0], [-0.2, 0.1, 0.2], [-0.1, -0.1, -0.2], [0.2, -0.1, -0.1], [0.2, -0.1, 0.1], [-0.2, 0.1, 0.1], [0.1, 0.2, 0.0], [0.0, -0.1, 0.3], [0.1, -0.1, 0.1], [0.0, 0.2, 0.0], [-0.1, -0.2, -0.3], [0.0, -0.1, -0.2], [0.2, 0.0, 0.1], [-0.1, -0.1, -0.1], [-0.3, 0.1, 0.1], [0.1, 0.0, 0.2], [-0.3, -0.1, 0.3], [0.0, -0.1, -0.2], [0.1, 0.3, -0.1], [0.2, 0.2, 0.3], [0.2, -0.2, 0.1], [0.0, 0.2, -0.3], [-0.1, -0.2, -0.1], [-0.2, -0.1, 0.8], [3.9, 2.5, 1.5], [-3.0, -1.6, -3.4], [0.1, 0.1, 0.9], [-0.5, -0.6, -0.4], [-0.4, 0.3, 0.1], [0.2, -0.4, 0.0], [0.0, 0.2, 0.1], [0.1, 0.1, 0.0], [0.1, -0.4, 0.2], [0.0, 0.1, 0.0], [0.0, -0.5, 0.2], [0.3, 0.0, 0.0], [-0.1, -0.1, 0.1], [0.1, 0.1, 0.0], [0.1, 0.1, 0.0], [-0.4, -0.3, 0.1], [0.6, 0.9, -0.1], [-0.2, -0.6, 0.1], [-0.2, -0.4, 0.1], [0.1, 0.1, 0.3], [0.3, 0.0, -0.2], [-0.3, 0.0, -0.2], [-0.2, 0.3, -0.2], [0.2, -0.3, -0.1], [0.0, 0.1, 0.3]]}

[2]
{"formula": "C31H58As2NO4PPtS4SeSi3", "method": "ωB97M-V with the def2-TZVPD basis set", "orbital_gap_ev": [5.418, 4.778], "e_above_lowest_kcal_mol": 19.4, "charge": -2, "total_energy_ev": -309305.147, "multiplicity": 5, "s_squared": 6.024, "homo_ev": [-1.5, -2.1], "species": ["Pt", "C", "C", "C", "P", "C", "C", "C", "C", "C", "C", "C", "C", "C", "C", "N", "C", "C", "C", "C", "C", "C", "C", "C", "C", "H", "H", "H", "H", "H", "H", "H", "H", "H", "H", "H", "H", "H", "H", "H", "H", "H", "H", "H", "H", "H", "H", "H", "H", "H", "H", "H", "H", "H", "H", "H", "S", "As", "S", "S", "S", "C", "Si", "C", "C", "As", "Si", "C", "C", "C", "Si", "C", "C", "C", "H", "H", "H", "H", "H", "H", "H", "H", "H", "H", "H", "H", "H", "H", "H", "H", "H", "H", "H", "H", "H", "H", "H", "H", "H", "H", "H", "O", "Se", "O", "O", "O"], "coordinates": [[-0.10584, -1.06404, -0.01100], [1.24427, -3.32915, 2.67621], [0.20839, -2.40992, 3.33026], [0.59313, -2.14683, 4.78763], [0.00493, -0.86778, 2.32759], [-1.16912, 0.18977, 3.27457], [-1.57812, 1.37121, 2.38552], [-2.41028, -0.58503, 3.73283], [1.63398, -0.08260, 2.51572], [2.04858, 0.56038, 3.68732], [3.37012, 0.88773, 3.95285], [3.77703, 1.61458, 5.21300], [4.31569, 0.45486, 3.01601], [3.94834, -0.15715, 1.83756], [2.58031, -0.35141, 1.48010], [2.18282, -0.83008, 0.28015], [3.05635, -0.91570, -0.81387], [3.80922, 0.17728, -1.28113], [3.72372, 1.53724, -0.64764], [4.62698, 0.03288, -2.40720], [4.72237, -1.15298, -3.10884], [5.58186, -1.27760, -4.34534], [3.95809, -2.22257, -2.65094], [3.13536, -2.13114, -1.53785], [2.34963, -3.34251, -1.10599], [1.32529, -4.25344, 3.25704], [2.22896, -2.85113, 2.65420], [0.95646, -3.58992, 1.66045], [-0.77293, -2.88140, 3.27591], [1.57881, -1.68103, 4.85947], [0.63438, -3.10374, 5.32224], [-0.12645, -1.50467, 5.30942], [-0.63619, 0.57987, 4.14007], [-2.20088, 1.02255, 1.55998], [-0.71170, 1.87177, 1.95175], [-2.15049, 2.10497, 2.96537], [-2.80993, -1.20882, 2.92968], [-3.18284, 0.12721, 4.04563], [-2.19382, -1.24090, 4.57964], [1.30997, 0.80348, 4.44746], [2.89630, 1.95763, 5.76082], [4.39089, 2.49328, 4.99162], [4.35658, 0.97578, 5.88832], [5.37410, 0.60556, 3.22270], [4.70787, -0.49077, 1.13884], [2.70552, 1.74878, -0.31684], [4.02463, 2.28850, -1.37907], [4.36803, 1.63946, 0.22784], [5.19052, 0.89981, -2.74964], [6.22841, -0.40454, -4.46104], [4.96807, -1.35913, -5.24893], [6.21697, -2.16752, -4.30360], [3.99658, -3.17011, -3.18510], [2.52492, -4.17696, -1.78861], [1.27966, -3.15598, -1.08979], [2.61200, -3.64931, -0.08913], [-1.26578, -2.53639, -3.52341], [-1.79153, -0.73206, -2.52096], [-0.00441, 0.41087, -1.99453], [-2.72784, -0.83161, -0.54804], [-3.04602, 0.13567, -3.98550], [1.71043, 3.67842, -3.19444], [1.37371, 4.80424, -1.75010], [0.54436, 6.35457, -2.41988], [3.01049, 5.46628, -1.11122], [0.22543, 3.53678, -0.12997], [0.57709, 4.98713, 1.67342], [2.25251, 4.51745, 2.35200], [-0.64852, 4.67278, 3.05663], [0.54572, 6.85020, 1.40315], [-1.96658, 4.08930, -0.78796], [-3.21589, 3.05901, 0.11632], [-2.19369, 3.74954, -2.60399], [-2.37376, 5.88641, -0.40902], [2.44948, 4.12071, -3.87259], [0.78997, 3.48280, -3.75796], [2.07815, 2.70220, -2.86257], [1.10526, 6.68538, -3.30354], [0.56502, 7.16409, -1.68102], [-0.49644, 6.20354, -2.71664], [3.57825, 5.85794, -1.96434], [3.61864, 4.70150, -0.62015], [2.86333, 6.28150, -0.39516], [2.31056, 3.42888, 2.48349], [2.42743, 4.99171, 3.32559], [3.06512, 4.80747, 1.67539], [-0.40432, 3.74189, 3.58133], [-1.67992, 4.58362, 2.69116], [-0.60912, 5.50170, 3.77377], [0.90778, 7.14626, 0.41363], [1.17620, 7.33734, 2.15740], [-0.47605, 7.23209, 1.50560], [-3.00023, 1.99417, -0.01355], [-4.20794, 3.24978, -0.30952], [-3.24533, 3.27400, 1.19018], [-2.26685, 2.66696, -2.76010], [-1.37305, 4.10597, -3.22977], [-3.12670, 4.20471, -2.95837], [-2.49708, 6.03133, 0.67262], [-3.31475, 6.16886, -0.90144], [-1.58849, 6.56735, -0.75063], [-3.16363, -3.11379, -0.80775], [-2.15390, -3.80937, 0.35282], [-2.19606, -5.42592, 0.19911], [-0.59453, -3.26508, 0.00887], [-2.60474, -3.26777, 1.82991]], "forces_ev_per_angstrom": [[-0.1, 0.0, 0.6], [0.0, 0.0, 0.0], [0.1, 0.1, 0.0], [-0.1, 0.0, 0.1], [0.4, 0.0, -0.1], [-0.3, 0.1, -0.3], [0.0, -0.2, 0.2], [0.0, 0.0, 0.0], [0.0, 0.0, 0.1], [-0.1, 0.0, -0.1], [0.0, 0.0, 0.0], [0.0, -0.1, -0.1], [0.0, 0.0, -0.1], [0.0, 0.0, 0.0], [0.1, -0.1, -0.3], [-0.1, -0.1, 0.2], [0.1, -0.2, 0.1], [0.0, 0.0, -0.1], [-0.1, 0.0, -0.1], [0.0, 0.1, 0.1], [0.0, -0.1, -0.1], [-0.1, 0.0, 0.0], [0.0, 0.0, 0.0], [0.0, -0.1, 0.1], [0.2, 0.1, 0.0], [0.0, 0.0, 0.0], [0.0, 0.0, 0.0], [-0.1, 0.0, 0.0], [-0.1, -0.1, -0.1], [0.0, 0.0, 0.0], [0.0, 0.1, 0.0], [0.1, -0.1, -0.1], [0.0, 0.0, 0.2], [0.1, -0.1, 0.1], [0.0, 0.0, 0.0], [0.0, -0.1, 0.0], [0.0, 0.0, 0.0], [0.1, -0.1, 0.0], [0.0, 0.0, -0.1], [0.0, 0.0, 0.0], [0.0, 0.0, 0.0], [0.0, 0.0, 0.0], [0.0, 0.0, 0.0], [0.0, 0.0, 0.0], [0.0, 0.0, 0.0], [-0.1, 0.0, 0.0], [0.0, 0.1, 0.0], [0.0, 0.0, 0.0], [0.0, 0.0, 0.0], [0.0, 0.0, 0.0], [0.0, 0.0, 0.1], [0.0, 0.0, 0.0], [0.0, 0.0, 0.0], [0.1, 0.0, 0.1], [-0.1, 0.0, 0.0], [0.0, 0.0, -0.1], [-0.2, -0.1, -0.1], [0.2, 0.9, -0.1], [-0.3, -0.3, 0.0], [0.1, -0.4, 0.0], [0.1, -0.2, -0.2], [-0.1, -0.3, -0.2], [0.0, 0.0, 0.0], [-0.2, 0.2, 0.0], [0.2, -0.1, 0.2], [0.1, 0.1, -0.1], [0.0, 0.0, 0.2], [0.3, -0.1, 0.0], [-0.3, -0.2, 0.1], [-0.1, 0.2, -0.2], [0.0, 0.2, 0.0], [-0.1, -0.2, 0.2], [0.1, -0.1, -0.2], [0.0, 0.3, 0.1], [-0.1, 0.0, 0.0], [0.1, 0.0, 0.0], [0.0, 0.1, 0.0], [0.0, 0.0, 0.1], [0.0, -0.1, -0.1], [0.1, 0.0, 0.0], [0.0, 0.0, 0.1], [0.0, 0.0, -0.1], [0.0, -0.1, -0.1], [0.0, 0.1, 0.0], [0.0, 0.0, -0.1], [-0.1, 0.0, 0.1], [-0.1, 0.1, -0.1], [0.2, 0.1, 0.1], [0.0, -0.1, 0.0], [0.0, 0.0, 0.2], [-0.1, 0.0, 0.0], [0.1, 0.0, 0.0], [-0.1, 0.1, -0.1], [0.1, 0.0, 0.0], [0.0, 0.0, -0.2], [0.0, 0.1, 0.0], [-0.1, 0.0, 0.0], [0.1, 0.0, 0.0], [0.0, 0.0, -0.2], [0.1, 0.0, 0.1], [-0.1, 0.0, 0.1], [0.2, 0.0, 0.2], [0.0, 0.0, 0.3], [0.0, 0.5, 0.0], [-0.2, 0.0, 0.1], [0.2, -0.1, -0.4]]}